Formula: C3H12N2O
Source: the Open Molecules 2025 dataset
Level of theory: ωB97M-V with the def2-TZVPD basis set

Summary:
* multiplicity: 2
* frontier orbital gap (alpha / beta): 0.061 / 0.252 Ha
* relative energy (zero: lowest compared OMol25 entry of this formula, charge and spin): 44.15 kcal/mol
* total charge: -1
* E: -306.126398 Ha

Each line ends with the Löwdin spin population.
CARTESIAN COORDINATES (ANGSTROEM)
C -2.13975 1.11667 1.23447  0.376
C -2.71404 -0.08919 0.93676  0.305
N 1.01038 -2.39171 -0.63388  0.021
H -1.24417 1.50233 0.76082  0.047
H 0.43457 -0.52795 -0.82133  0.002
H -2.71997 2.01886 1.42349  0.049
H -2.15046 -0.91091 0.51774  0.041
H -3.75151 -0.21365 1.23221  0.031
H 1.94643 -2.26703 -0.99014  0.006
H 1.02804 -2.78860 0.30566  0.016
H 0.58072 -3.09331 -1.23289  0.011
N 1.94129 1.07124 0.36594  0.022
C 1.13456 1.31964 -0.80694  0.017
O 0.23320 0.32732 -1.27092  0.005
H 2.66702 0.40956 0.10641  0.005
H 1.37181 0.67237 1.10826  0.037
H 1.80441 1.61567 -1.62479  0.002
H 0.56750 2.22866 -0.61086  0.006

***

Formula: C4H15N2O2
Source: the Open Molecules 2025 dataset
Level of theory: ωB97M-V with the def2-TZVPD basis set

Summary:
* frontier orbital gap: 0.334 Ha
* relative energy (zero: lowest compared OMol25 entry of this formula, charge and spin): 66.36 kcal/mol
* total charge: +1
* E: -421.087700 Ha

Each line ends with the natural charge from an NBO analysis.
CARTESIAN COORDINATES (ANGSTROEM)
C 3.50485 0.93694 0.60530  -0.628
C 2.13226 1.42463 0.42939  -0.396
C 0.89612 0.37518 0.45667  0.246
C 0.07466 0.22999 -0.53633  -0.224
N -1.05632 -0.65789 -0.85167  -0.754
N 0.85297 -0.39994 1.59425  -0.805
H 3.38032 -0.05872 0.56798  0.209
H 3.87072 1.18330 1.61347  0.223
H 4.14269 1.47269 -0.18077  0.242
H 1.89719 1.93872 -0.48399  0.215
H 1.89912 2.18818 1.30211  0.223
H 0.11836 0.88507 -1.42523  0.204
H -1.42767 -1.38019 -0.13463  0.469
H -1.85832 -0.07844 -1.31850  0.470
H -0.61296 -1.27968 -1.65037  0.426
H 0.32353 -1.22352 1.42666  0.362
H 1.60256 -0.55957 2.23415  0.409
H -3.32595 0.42426 -2.44907  0.504
H -3.74304 1.32986 -1.19043  0.522
O -3.23566 0.64283 -1.54584  -0.955
H -3.50271 -2.27674 -0.04912  0.475
H -3.20017 -2.74247 1.19955  0.505
O -2.73254 -2.37449 0.38643  -0.941

***

Formula: C19H30IN3O2P
Source: the Open Molecules 2025 dataset
Level of theory: ωB97M-V with the def2-TZVPD basis set

Summary:
* frontier orbital gap: 0.233 Ha
* total charge: -1
* E: -1695.605171 Ha

Each line ends with the natural charge from an NBO analysis.
CARTESIAN COORDINATES (ANGSTROEM)
C -3.46141 4.23401 1.02648  -0.486
C -3.52394 3.57178 -0.18265  -0.141
C -4.72809 2.68446 -0.51680  0.033
C -5.73994 2.45652 0.64548  -0.089
O -5.49859 1.24456 1.29861  -0.823
P -4.60580 0.13567 0.25042  1.186
C -3.03910 0.54719 1.25461  -0.721
C -1.75732 -0.05348 0.68660  -0.448
C -1.26439 0.63374 -0.58722  -0.459
I 0.19864 2.19393 -0.20824  -0.015
O -4.37550 1.39323 -0.93377  -0.837
H -3.25248 3.68521 1.94309  0.203
H -3.59018 5.31144 1.13584  0.183
H -2.72617 3.60390 -0.92932  0.191
H -5.19087 3.26160 -1.32941  0.189
H -5.94268 3.31361 1.29051  0.172
H -6.71846 2.28599 0.14822  0.144
H -4.99462 -0.88323 1.21774  -0.181
H -3.93882 -0.92259 -0.49551  -0.177
H -5.82892 -0.19382 -0.47465  -0.171
H -3.19018 0.08894 2.23620  0.214
H -2.92010 1.61357 1.45499  0.199
H -0.97240 0.07188 1.44361  0.195
H -1.82213 -1.13318 0.53096  0.212
H -2.05335 1.11147 -1.16445  0.249
H -0.80673 -0.11046 -1.23786  0.204
N 3.80095 -0.15593 -2.21359  -0.503
C 3.17071 1.05018 -2.33533  -0.065
C 3.82974 1.77203 -3.29642  -0.303
C 4.89664 0.96623 -3.77711  -0.311
C 4.85029 -0.21948 -3.09024  -0.122
H 3.53251 -0.88389 -1.57679  0.415
H 2.30988 1.28931 -1.72645  0.236
H 3.57354 2.76691 -3.61965  0.221
H 5.61385 1.22601 -4.53921  0.216
H 5.46641 -1.10122 -3.14989  0.205
N -3.69297 -4.54245 2.39448  -0.510
C -2.72539 -4.58933 3.36272  -0.097
C -2.94057 -3.53959 4.21672  -0.308
C -4.08300 -2.83651 3.74634  -0.305
C -4.52551 -3.48094 2.62331  -0.055
H -3.77865 -5.18679 1.63125  0.404
H -1.97203 -5.35895 3.35848  0.198
H -2.34425 -3.30078 5.08211  0.212
H -4.52839 -1.95730 4.18031  0.229
H -5.35334 -3.27367 1.96812  0.227
N 7.81656 -0.53700 -1.85129  -0.512
C 9.12403 -0.66199 -2.22861  -0.079
C 9.83823 -1.09380 -1.14082  -0.316
C 8.92141 -1.23812 -0.06631  -0.302
C 7.68263 -0.88850 -0.53848  -0.078
H 7.06223 -0.23221 -2.44758  0.426
H 9.43366 -0.43332 -3.23422  0.206
H 10.89838 -1.28519 -1.11860  0.215
H 9.14449 -1.56098 0.93706  0.215
H 6.72144 -0.85873 -0.05381  0.212

***

Formula: C25H43NO13
Source: the Open Molecules 2025 dataset
Level of theory: ωB97M-V with the def2-TZVPD basis set

Summary:
* frontier orbital gap: 0.315 Ha
* relative energy (zero: lowest compared OMol25 entry of this formula, charge and spin): 0.00 kcal/mol
* SMILES: CC1(C)CCCC(C)(C)N1O.C[C@H]1COC(=O)O1.C[C@H]1COC(=O)O1.C[C@H]1COC(=O)O1.C[C@H]1COC(=O)O1
* total charge: 0
* E: -2011.294667 Ha

Each line ends with the Löwdin charge.
CARTESIAN COORDINATES (ANGSTROEM)
C -3.31650 -4.07171 -1.45493  -0.012
C -3.36208 -3.98711 -3.00357  -0.530
C -2.77006 -5.25637 -3.60990  -0.038
C -4.80425 -3.88851 -3.48293  -0.146
C -5.43306 -2.52121 -3.22008  -0.179
C -4.61775 -1.43876 -3.89955  -0.141
C -3.14060 -1.47107 -3.49479  -0.522
C -2.35402 -0.66601 -4.52198  -0.035
C -2.96090 -0.82499 -2.13026  -0.027
N -2.64613 -2.85397 -3.55394  -0.107
O -1.27279 -2.90515 -3.26815  -0.018
H -4.25937 -3.75700 -1.01458  0.075
H -3.08617 -5.08400 -1.10948  0.083
H -2.48625 -3.50893 -1.01329  0.072
H -1.74726 -5.42356 -3.26729  0.082
H -3.35231 -6.12932 -3.31751  0.087
H -2.75155 -5.12802 -4.69214  0.090
H -4.87927 -4.11877 -4.54939  0.123
H -5.41928 -4.63930 -2.97481  0.125
H -6.48818 -2.56883 -3.49284  0.113
H -5.42392 -2.32325 -2.13970  0.101
H -5.06527 -0.45154 -3.76593  0.123
H -4.65513 -1.58122 -4.99082  0.124
H -2.88855 0.26773 -4.72874  0.089
H -2.25588 -1.15541 -5.49002  0.091
H -1.35639 -0.44359 -4.14242  0.065
H -1.88999 -0.84546 -1.87826  0.072
H -3.54660 -1.28544 -1.33760  0.079
H -3.15850 0.25039 -2.09287  0.095
H -1.17492 -2.92537 -2.30000  0.084
C 4.03389 0.53347 2.24142  -0.003
C 4.04595 -0.97270 2.41975  -0.294
C 2.72076 -1.69393 2.24428  -0.075
O 3.07444 -2.88198 1.52897  0.070
C 4.33871 -2.77247 1.06081  -0.576
O 4.90884 -3.61525 0.44788  0.159
O 4.85332 -1.56156 1.36179  0.075
H 3.31423 0.88117 1.50115  0.069
H 5.02993 0.81347 1.88481  0.092
H 3.93256 1.03877 3.20008  0.072
H 4.53193 -1.23124 3.35961  0.141
H 2.04702 -1.09540 1.62972  0.113
H 2.24497 -1.92974 3.19219  0.132
C 3.64790 4.84302 0.98151  -0.017
C 2.32385 4.97025 1.70744  -0.281
C 1.82818 6.43034 1.77877  -0.100
O 0.95719 6.56412 0.67242  0.075
C 0.71691 5.34915 0.12117  -0.559
O 0.03442 5.17027 -0.83177  0.174
O 1.31251 4.38065 0.85064  0.054
H 3.80524 5.64911 0.25886  0.095
H 3.67638 3.92391 0.39551  0.081
H 4.51112 4.86342 1.64872  0.091
H 2.27087 4.47233 2.66866  0.137
H 2.66172 7.12873 1.76829  0.133
H 1.24598 6.61001 2.68657  0.133
C 1.99985 -0.22743 -1.96858  0.000
C 1.54532 0.91274 -1.10083  -0.285
C 0.34980 1.76331 -1.57180  -0.078
O -0.55875 1.77367 -0.48106  0.067
C -0.17577 0.87891 0.45614  -0.570
O -0.83047 0.59982 1.40963  0.146
O 0.94773 0.26911 0.06117  0.041
H 2.63931 -0.89169 -1.39982  0.088
H 2.54300 0.17242 -2.83334  0.098
H 1.12494 -0.69578 -2.42176  0.084
H 2.34652 1.56357 -0.74425  0.140
H -0.11733 1.21387 -2.39702  0.123
H 0.64468 2.76878 -1.85199  0.124
C 0.32759 2.06778 4.07985  -0.017
C 1.02052 1.76731 5.38317  -0.304
C 0.32286 0.62704 6.17784  -0.067
O 1.20429 -0.48672 6.00076  0.075
C 2.39903 -0.05848 5.55729  -0.562
O 3.37026 -0.72758 5.44472  0.164
O 2.32661 1.23657 5.15189  0.066
H 0.02033 1.16933 3.53959  0.075
H 0.97155 2.62268 3.39441  0.072
H -0.56273 2.66569 4.28481  0.100
H 1.03399 2.64736 6.02540  0.147
H -0.63473 0.38924 5.72352  0.133
H 0.23572 0.84630 7.23880  0.131

***

Formula: C2H3NOS
Source: the Open Molecules 2025 dataset
Level of theory: ωB97M-V with the def2-TZVPD basis set

Summary:
* frontier orbital gap: 0.352 Ha
* relative energy (zero: lowest compared OMol25 entry of this formula, charge and spin): 90.68 kcal/mol
* SMILES: C=NOC=S
* total charge: 0
* E: -606.042860 Ha

Each line ends with the natural charge from an NBO analysis.
CARTESIAN COORDINATES (ANGSTROEM)
C -1.52649 -0.49420 -0.04720  -0.103
N -0.76443 0.43735 -0.00959  -0.143
O 0.40452 -0.14566 0.28084  -0.416
C 1.64302 0.54027 0.11385  -0.051
S 2.91818 -0.27766 -0.03687  0.110
H -2.59977 -0.01022 -0.42413  0.195
H -1.27009 -1.54100 0.19445  0.210
H 1.19508 1.49112 -0.07135  0.198

***

Formula: C10H11N2O
Source: the Open Molecules 2025 dataset
Level of theory: ωB97M-V with the def2-TZVPD basis set

Summary:
* frontier orbital gap: 0.246 Ha
* relative energy (zero: lowest compared OMol25 entry of this formula, charge and spin): 0.00 kcal/mol
* SMILES: CC(C)=Nc1ccccc1/C=N/[O-]
* total charge: -1
* E: -572.371268 Ha

Each line ends with the natural charge from an NBO analysis.
CARTESIAN COORDINATES (ANGSTROEM)
C -2.67913 0.84955 -0.99780  -0.680
C -1.37177 0.67678 -0.29393  0.436
C -1.41812 0.74234 1.21304  -0.692
N -0.28767 0.69730 -0.97537  -0.557
C 0.89650 0.16244 -0.53932  0.219
C 2.06338 0.92010 -0.59836  -0.270
C 3.29995 0.36106 -0.32396  -0.249
C 3.39139 -0.98093 0.00416  -0.265
C 2.24585 -1.75386 0.04290  -0.205
C 0.98036 -1.22326 -0.21600  -0.103
C -0.14847 -2.12043 -0.23394  -0.171
N -1.37488 -1.72097 -0.16276  -0.058
O -2.37883 -2.52172 -0.24585  -0.642
H -3.19605 -0.11034 -0.93333  0.265
H -2.51138 1.08828 -2.04424  0.218
H -3.30291 1.61022 -0.52849  0.190
H -0.67277 0.08422 1.64912  0.239
H -2.40443 0.47425 1.58103  0.216
H -1.19064 1.76842 1.52568  0.201
H 1.98125 1.96823 -0.85878  0.198
H 4.19140 0.97601 -0.36454  0.189
H 4.35344 -1.42475 0.23329  0.190
H 2.32266 -2.80854 0.28312  0.194
H 0.08969 -3.19490 -0.28240  0.138

***

Formula: Ag2Br
Source: the Open Molecules 2025 dataset
Level of theory: ωB97M-V with the def2-TZVPD basis set

Summary:
* multiplicity: 3
* frontier orbital gap (alpha / beta): 0.432 / 0.216 Ha
* relative energy (zero: lowest compared OMol25 entry of this formula, charge and spin): 0.00 kcal/mol
* total charge: +3
* E: -2866.509587 Ha

Each line ends with the Löwdin spin population.
CARTESIAN COORDINATES (ANGSTROEM)
Ag 4.25241 0.70414 0.82383  0.000
Ag -4.29783 -0.77605 -0.03446  0.000
Br 0.04542 0.07191 -0.78938  2.000

***

Formula: C4H7OP
Source: the Open Molecules 2025 dataset
Level of theory: ωB97M-V with the def2-TZVPD basis set

Summary:
* frontier orbital gap: 0.321 Ha
* relative energy (zero: lowest compared OMol25 entry of this formula, charge and spin): 86.36 kcal/mol
* SMILES: C=C1CC1.O=P
* total charge: 0
* E: -573.057627 Ha

Each line ends with the natural charge from an NBO analysis.
CARTESIAN COORDINATES (ANGSTROEM)
C 1.39237 -1.41125 0.14527  -0.388
C 1.14913 -0.15207 0.03725  0.001
C 0.14604 0.82661 -0.31453  -0.454
C 1.54016 1.24717 0.33383  -0.431
H 0.68731 -2.16989 -0.28337  0.197
H 2.35685 -1.85711 0.39905  0.204
H -0.82742 1.25995 0.25752  0.227
H 0.09449 0.94333 -1.32767  0.215
H 2.29337 1.69381 -0.21739  0.215
H 1.55045 1.36055 1.32921  0.216
O -3.71779 -0.26121 0.92505  -0.958
P -3.26294 -0.02986 -0.44432  1.126
H -3.40201 -1.45002 -0.83991  -0.169